# 1
C20H19NO6 | the ωB97M-V functional and the def2-TZVPD basis

```
46
C20H19NO6, DFT the ωB97M-V functional and the def2-TZVPD basis
C 2.17953 3.44505 -1.36333
C 0.91633 3.83056 -0.61692
O 0.10942 2.66305 -0.46885
C -1.00597 2.79806 0.26064
O -1.33995 3.84657 0.76160
C -1.79459 1.56044 0.30774
C -3.17119 1.56719 0.24683
C -4.13419 2.69383 0.25361
O -3.65782 0.32081 0.13417
C -2.59812 -0.52557 0.14023
C -1.40297 0.17722 0.26432
C -0.17293 -0.53567 0.36772
C 1.05481 0.12172 0.72985
N 2.16659 -0.49875 0.77408
C 3.36956 0.16395 1.16658
C 4.44301 -0.04390 0.08227
C 4.71382 -1.52398 -0.03779
O 5.49106 -2.14336 0.63609
O 3.94789 -2.09195 -0.97204
C -0.20686 -1.92244 0.19693
O 0.90360 -2.65736 0.22773
C -1.44210 -2.62724 0.01429
C -1.46114 -4.02490 -0.13410
C -2.64764 -4.69728 -0.27333
C -3.86137 -4.00084 -0.26848
C -3.87743 -2.63737 -0.12713
C -2.67376 -1.92856 0.01240
H 2.80353 4.32294 -1.50328
H 1.92542 3.02815 -2.33401
H 2.73597 2.69891 -0.80241
H 0.34427 4.58728 -1.16573
H 1.14265 4.23597 0.37648
H -3.59772 3.63087 0.36215
H -4.71523 2.70042 -0.66803
H -4.82782 2.58104 1.08566
H 0.98434 1.17375 1.01410
H 3.72236 -0.29391 2.09769
H 3.21864 1.24188 1.34058
H 5.35755 0.46899 0.37677
H 4.07929 0.33450 -0.87274
H 4.07644 -3.05358 -0.98960
H 1.66730 -2.03370 0.38744
H -0.51968 -4.55125 -0.13176
H -2.65152 -5.77111 -0.38623
H -4.78809 -4.54453 -0.37812
H -4.80528 -2.08593 -0.12409
```

Properties
SMILES: CCOC(=O)c1c(C)oc2c1c(/C=N/CCC(=O)O)c(O)c1ccccc12
Net charge: 0
Spin multiplicity: 1
DFT total energy in Ha: -1279.78608
ΔE to the lowest compared entry with this formula, charge and spin in kcal/mol: 0.0

=====

# 2
C5H8N2 | the ωB97M-V functional and the def2-TZVPD basis

```
15
C5H8N2, DFT the ωB97M-V functional and the def2-TZVPD basis
C 2.06273 1.19767 0.80388
C 0.93712 0.46587 0.14278
C 0.89466 -0.07566 -1.16169
C -0.35281 -0.64830 -1.25965
N -0.97042 -0.44126 -0.07345
C -2.30632 -0.83046 0.31973
N -0.20001 0.23778 0.79025
H 2.42163 2.02063 0.17591
H 2.91056 0.52926 0.98901
H 1.72940 1.60642 1.76049
H 1.67362 -0.04788 -1.91171
H -0.84483 -1.17701 -2.06621
H -2.72314 -1.49058 -0.44467
H -2.94796 0.04906 0.42866
H -2.26273 -1.35994 1.27451
```

Properties
SMILES: Cc1ccn(C)n1
Net charge: 0
Spin multiplicity: 1
DFT total energy in Ha: -304.81906
ΔE to the lowest compared entry with this formula, charge and spin in kcal/mol: 10.3

=====

# 3
C3H7NOS | the ωB97M-V functional and the def2-TZVPD basis

```
13
C3H7NOS, DFT the ωB97M-V functional and the def2-TZVPD basis
C -1.77408 0.03511 0.02798
C -0.31389 -0.28821 0.38481
O 0.06304 -1.50322 -0.26642
C 0.54588 0.88693 -0.15219
N 1.80641 0.93209 -0.27674
S 2.65785 -0.50830 0.07986
H -2.48519 -0.82323 0.11645
H -1.84499 0.40424 -0.97368
H -2.19186 0.78958 0.75874
H -0.26545 -0.40932 1.44717
H -0.11903 -1.47168 -1.24758
H 0.07256 1.89278 -0.25548
H 3.84874 0.06324 0.35709
```

Properties
SMILES: C[C@@H](O)/C=N\S
Net charge: 0
Spin multiplicity: 1
DFT total energy in Ha: -646.63571
ΔE to the lowest compared entry with this formula, charge and spin in kcal/mol: 47.9

=====

# 4
C3H7NS | the ωB97M-V functional and the def2-TZVPD basis

```
12
C3H7NS, DFT the ωB97M-V functional and the def2-TZVPD basis
S 1.89343 -0.18077 -0.33458
C 0.43526 0.32234 0.74438
C -0.69189 0.22119 -0.19686
C -1.79275 -0.73285 0.06277
N -1.93799 0.78525 0.17296
H 1.53936 -1.47192 -0.64225
H 0.55703 1.40702 1.10398
H 0.29485 -0.28904 1.55633
H -0.48166 0.29582 -1.29813
H -1.96589 -1.40305 -0.80013
H -1.72816 -1.15868 1.01827
H -2.64829 1.15138 -0.45721
```

Properties
SMILES: SC[C@H]1CN1
Net charge: 0
Spin multiplicity: 1
DFT total energy in Ha: -571.36703
ΔE to the lowest compared entry with this formula, charge and spin in kcal/mol: 45.1

=====

# 5
C29H29Cl5GeN6O5SeSiTi | the ωB97M-V functional and the def2-TZVPD basis

```
78
C29H29Cl5GeN6O5SeSiTi, DFT the ωB97M-V functional and the def2-TZVPD basis
Ti -0.14975 -0.53077 0.52128
C -4.27977 -0.89064 -2.89081
O -3.20687 -1.32965 -2.07282
C -2.07851 -0.62244 -2.03063
O -1.25007 -0.92170 -1.17623
N -1.89706 0.36232 -2.91810
N -0.82272 1.25760 -2.80504
H -5.12445 -1.52203 -2.63104
H -4.03969 -1.02506 -3.94874
H -4.53552 0.14895 -2.67271
H -2.67101 0.69709 -3.46013
H 0.03026 0.70396 -2.74874
H -0.92218 1.73684 -1.91202
Se 6.64642 -0.59364 3.96347
N 6.07145 -1.27585 2.41904
C 4.77758 -1.10416 2.38400
C 3.93724 -1.54959 1.28183
C 4.47400 -2.27173 0.21424
C 3.62461 -2.71088 -0.75455
C 2.24616 -2.41947 -0.70744
N 1.73163 -1.68217 0.28586
C 2.57394 -1.27628 1.27942
C 1.99666 -0.56535 2.43912
N 0.68453 -0.29017 2.40604
C 0.06607 0.20574 3.47083
C 0.75473 0.52144 4.63432
C 2.11745 0.33220 4.66435
C 2.75913 -0.22401 3.55896
C 4.19305 -0.45488 3.53050
N 5.01132 -0.10290 4.48333
H 5.53584 -2.47627 0.18805
H 3.98404 -3.28470 -1.59696
H 2.08276 -3.75568 -2.26959
H -1.00089 0.35603 3.36599
H 0.21801 0.92564 5.48024
H 2.70823 0.59365 5.53245
C 1.11856 3.57269 -1.15794
Si 1.82036 2.18279 -0.11941
C 3.53610 1.76446 -0.75470
C 2.00517 2.79700 1.65251
O 0.83110 0.89311 -0.21692
H 1.75153 4.46137 -1.08410
H 0.11614 3.85052 -0.82001
H 1.05393 3.28831 -2.21124
H 4.19955 2.62676 -0.63858
H 3.51188 1.49455 -1.81195
H 3.97817 0.92955 -0.20346
H 2.20071 3.87261 1.65399
H 2.83928 2.31265 2.16757
H 1.09584 2.63190 2.23280
Cl -1.87373 3.03108 2.86498
C -3.03060 2.60136 1.58814
Cl -3.48069 4.05998 0.68236
C -2.53996 1.48360 0.62994
O -3.13815 1.37072 -0.42741
O -1.61404 0.74138 1.08893
H -3.92472 2.23453 2.08525
C 1.23780 -0.28900 -5.22760
C 2.17431 -0.03058 -4.22303
C 2.17864 -0.85789 -3.10369
C 1.28823 -1.91090 -2.95911
C 1.43090 -2.95650 -1.85371
C 0.11285 -3.57159 -1.48479
C -0.80128 -3.73925 -2.47014
C -0.68125 -3.15300 -3.75451
C 0.29734 -2.16035 -3.95620
C 0.32773 -1.31187 -5.09592
H 1.21198 0.33681 -6.11332
H 2.87973 0.78623 -4.31156
H 2.91762 -0.67101 -2.33130
H -0.01671 -3.99898 -0.49965
H -1.70221 -4.30243 -2.24235
H -1.44879 -3.30468 -4.50450
H -0.40959 -1.48044 -5.87513
Cl -4.40020 -3.55289 2.50520
Ge -3.60701 -1.61442 1.64154
Cl -1.23334 -2.41615 1.69086
Cl -3.43441 -0.48776 3.65604
```

Properties
Net charge: -1
Spin multiplicity: 2
DFT total energy in Ha: -9745.96824
ΔE to the lowest compared entry with this formula, charge and spin in kcal/mol: 9.2

=====

# 6
CH3IO2S2 | the ωB97M-V functional and the def2-TZVPD basis

```
9
CH3IO2S2, DFT the ωB97M-V functional and the def2-TZVPD basis
C 0.78217 -0.92125 0.85639
S 0.86251 -0.64304 -0.98843
S -0.50116 0.98514 -0.91704
O -0.15080 1.91423 0.15081
O -0.55683 1.48393 -2.27409
I -2.81275 0.26626 -0.32283
H 1.81227 -0.55070 1.24357
H 0.75493 -1.98850 1.11610
H -0.19033 -0.54607 1.13551
```

Properties
SMILES: CSS(=O)(=O)I
Net charge: 0
Spin multiplicity: 1
DFT total energy in Ha: -1284.40841
ΔE to the lowest compared entry with this formula, charge and spin in kcal/mol: 21.4

=====

# 7
C14H27O2P | the ωB97M-V functional and the def2-TZVPD basis

```
44
C14H27O2P, DFT the ωB97M-V functional and the def2-TZVPD basis
C 0.44533 -1.20645 4.01397
C 1.42572 0.11995 3.85929
C 2.71959 0.17816 4.90086
C 3.74287 1.45832 4.81436
C 3.43403 2.65854 3.72153
C 2.14325 2.63217 2.69701
C 1.89220 3.89389 1.68044
P 3.05846 3.96464 0.17027
C 1.10315 1.32722 2.75225
H 1.09195 -2.20926 3.97868
H -0.06374 -1.16463 5.08992
H -0.40156 -1.21871 3.19245
H 2.89064 -0.68580 5.69614
H 4.65589 1.53194 5.55269
H 4.16945 3.56787 3.67875
H 2.08498 4.88032 2.31902
H 0.78403 3.82458 1.27264
H 4.13193 3.00520 0.24244
H 2.30304 3.86318 -1.05520
H 0.15262 1.23277 2.03739
C -0.70013 0.30288 -2.63937
C -0.18859 0.53569 -1.22662
C 1.33113 0.54515 -1.18206
O -0.67973 -0.49292 -0.37107
H -0.36425 -0.66716 -3.02292
H -1.79513 0.28620 -2.65416
H -0.35238 1.08683 -3.31933
H -0.57389 1.48867 -0.84808
H 1.73900 -0.41627 -1.51394
H 1.68508 0.70128 -0.15734
H 1.73980 1.33636 -1.81834
H -0.34252 -1.34291 -0.69966
C -3.74375 -2.64724 -2.15523
C -3.06185 -2.78435 -3.50724
C -4.07164 -2.74898 -4.64333
O -2.34411 -4.01484 -3.55149
H -4.44448 -3.47225 -1.98426
H -3.00617 -2.68681 -1.34658
H -4.29198 -1.70269 -2.08359
H -2.33426 -1.97569 -3.63615
H -4.78396 -3.57758 -4.56055
H -3.56796 -2.86114 -5.60947
H -4.62972 -1.80749 -4.64629
H -2.98234 -4.73867 -3.43786
```

Properties
SMILES: Cc1cccc(CP)c1.CC(C)O.CC(C)O
Net charge: 0
Spin multiplicity: 1
DFT total energy in Ha: -1041.09513
ΔE to the lowest compared entry with this formula, charge and spin in kcal/mol: 182.8

=====

# 8
C6H10O | the ωB97M-V functional and the def2-TZVPD basis

```
17
C6H10O, DFT the ωB97M-V functional and the def2-TZVPD basis
O -2.05593 1.12195 0.59618
C -1.39254 -0.08879 0.29600
C -0.65828 0.09945 -1.13489
C 0.75643 0.44235 -0.95582
C 1.52313 -0.56244 -0.21582
C 0.76868 -0.94415 1.10455
C -0.49256 -0.56611 1.36909
H -2.05179 1.18364 1.56108
H -2.13214 -0.87992 0.10643
H -1.22004 0.81619 -1.73770
H -0.73075 -0.90068 -1.57850
H 0.60378 1.40368 0.23424
H 1.24272 1.20307 -1.56116
H 1.50356 -1.51647 -0.76318
H 2.56832 -0.28415 -0.04482
H 1.34588 -1.60699 1.75031
H 0.42152 1.07938 0.97400
```

Properties
Net charge: 0
Spin multiplicity: 1
DFT total energy in Ha: -309.61929
ΔE to the lowest compared entry with this formula, charge and spin in kcal/mol: 140.0

=====

| no. | F_max (eV/A) |
| --- | --- |
| 1 | 1.38 |
| 2 | 0.22 |
| 3 | 3.07 |
| 4 | 3.90 |
| 5 | 2.41 |
| 6 | 2.59 |
| 7 | 4.56 |
| 8 | 0.41 |